1.
{"formula": "C3H2N2", "method": "ωB97M-V with the def2-TZVPD basis set", "e_lumo_ev": [0.59, -2.01], "charge": 0, "e_above_lowest_kj_mol": 182.3, "orbital_gap_ev": [9.64, 7.69], "total_energy_ha": -224.73747, "spin_multiplicity": 3, "elements": ["C", "C", "C", "N", "N", "H", "H"], "positions_angstrom": [[-0.216, 0.398, 0.453], [0.268, -0.413, -0.472], [-0.616, 1.780, -1.070], [0.166, 1.406, -2.037], [0.362, 0.158, -1.728], [-0.539, 0.528, 1.422], [0.923, -1.220, -0.277]]}

=====

2.
{"formula": "C3H2N2O", "method": "ωB97M-V with the def2-TZVPD basis set", "e_lumo_ev": [-1.13, -0.93], "charge": 0, "e_above_lowest_kj_mol": 570.5, "orbital_gap_ev": [9.89, 7.93], "total_energy_ha": -300.01412, "elements": ["C", "C", "C", "N", "N", "O", "H", "H"], "positions_angstrom": [[-0.730, -0.700, -1.140], [0.366, -0.027, 1.305], [-0.452, -0.178, 0.167], [-1.456, -1.050, -1.984], [-0.161, 1.062, 0.715], [1.046, -0.366, 2.215], [1.681, -0.646, -1.570], [-0.294, 1.904, 0.292]]}

=====

3.
{"formula": "C3H2N2O", "method": "ωB97M-V with the def2-TZVPD basis set", "e_lumo_ev": 0.54, "charge": 0, "e_above_lowest_kj_mol": 223.8, "orbital_gap_ev": 11.45, "total_energy_ha": -300.14619, "smiles": "N#CN1CC1=O", "elements": ["N", "C", "N", "C", "C", "O", "H", "H"], "positions_angstrom": [[-2.402, -1.492, -0.172], [-1.586, -0.741, -0.022], [-0.398, 0.152, 0.166], [0.973, -0.219, 0.058], [0.386, 1.165, -0.060], [0.419, 2.325, -0.157], [1.391, -0.624, -0.860], [1.217, -0.566, 1.047]]}

=====

4.
{"formula": "C3H2N2O2", "method": "ωB97M-V with the def2-TZVPD basis set", "e_lumo_ev": [-1.12, -1.12], "charge": 0, "e_above_lowest_kj_mol": 388.7, "orbital_gap_ev": [9.74, 9.74], "total_energy_ha": -375.36349, "smiles": "O=Cc1ncno1", "elements": ["O", "C", "C", "N", "C", "N", "O", "H", "H"], "positions_angstrom": [[1.161, -2.420, 0.135], [0.733, -1.326, 0.073], [-0.143, -0.466, -0.907], [-1.247, -0.125, -0.276], [-0.905, 1.083, 0.246], [0.285, 1.526, -0.085], [0.736, 0.580, -0.957], [0.890, -0.478, 0.817], [-1.510, 1.625, 0.955]]}